a | C13H16FeNO4 | ωB97M-V with the def2-TZVPD basis set

```
35
C13H16FeNO4 | the OMol25 dataset | ωB97M-V with the def2-TZVPD basis set
O -1.748 0.439 -2.119
C -0.586 0.515 -2.153
Fe 1.123 0.178 -1.922
C 0.783 -1.536 -2.102
O 0.305 -2.596 -2.062
C 1.732 0.524 -3.526
O 2.018 0.512 -4.654
C -1.191 -1.410 2.218
C -1.348 0.025 1.819
C -0.245 0.474 0.894
C 0.891 -0.274 0.655
C 0.999 -1.574 1.205
C 0.043 -2.029 2.130
H -2.078 -2.007 2.396
H -2.343 0.191 1.361
H -1.351 0.714 2.694
H -0.413 1.430 0.393
H 1.762 0.108 0.071
H 1.771 -2.259 0.848
H 0.257 -2.916 2.728
C -5.292 -0.487 2.515
C -4.407 -1.606 3.024
N -3.248 -0.993 3.696
C -3.562 -0.005 4.734
C -4.617 0.982 4.253
O -5.709 0.343 3.595
H -4.717 0.076 1.753
H -6.227 -0.893 2.100
H -4.979 -2.248 3.713
H -4.037 -2.192 2.181
H -2.689 -1.721 4.144
H -3.923 -0.503 5.651
H -2.640 0.540 4.957
H -5.088 1.494 5.110
H -4.124 1.700 3.570
```

- Spin multiplicity: 5
- HOMO energy (alpha / beta): -10.36 / -11.39 eV
- Total charge: +1
- E_LUMO (alpha / beta): -5.0 / -6.9 eV

---

b | C13H16FeNO4 | ωB97M-V with the def2-TZVPD basis set

```
35
C13H16FeNO4 | the OMol25 dataset | ωB97M-V with the def2-TZVPD basis set
C -2.954 2.210 -1.131
O -1.719 2.352 -1.856
C -0.577 1.760 -1.420
C -0.193 1.493 -0.059
C 0.302 0.084 0.240
C 0.883 -0.625 -0.948
C 0.987 0.049 -2.138
C 0.460 1.373 -2.355
Fe 1.117 2.879 -0.932
C 2.197 2.732 0.416
O 3.025 2.817 1.228
C 0.588 4.476 -0.514
O 0.690 5.584 -0.175
C 2.359 3.416 -2.043
O 3.355 3.860 -2.438
H -3.361 3.221 -1.020
H -3.607 1.625 -1.787
H -2.839 1.723 -0.152
H -0.760 1.957 0.758
H 1.025 0.115 1.075
H -0.540 -0.503 0.655
H 1.398 -1.579 -0.830
H 1.478 -0.437 -2.983
H 0.427 1.767 -3.377
C -1.293 -4.660 3.392
C -0.356 -3.874 2.835
C -0.073 -3.968 1.358
N 0.134 -2.642 0.777
H -1.507 -4.653 4.459
H -1.865 -5.331 2.747
H 0.239 -3.132 3.380
H 0.810 -4.609 1.183
H -0.950 -4.415 0.875
H 1.076 -2.346 1.011
H 0.044 -2.717 -0.230
```

- Spin multiplicity: 5
- HOMO energy (alpha / beta): -10.37 / -11.80 eV
- Total charge: +1
- E_LUMO (alpha / beta): -3.8 / -6.5 eV

---

Top of the stability list: a, leading by 0.979 eV.

---

a | C4H7N2OS | ωB97M-V with the def2-TZVPD basis set

```
15
C4H7N2OS | the OMol25 dataset | ωB97M-V with the def2-TZVPD basis set
C -0.303 1.181 0.033
C 0.999 1.293 -0.317
C 1.228 -1.141 -0.335
C -0.916 -0.132 0.172
N 1.708 0.107 -0.445
N -0.052 -1.279 -0.100
O -1.959 -0.280 -0.691
S -1.278 -0.460 1.966
H -0.908 1.986 0.241
H 1.645 2.145 -0.438
H 1.751 -2.086 -0.426
H 2.694 0.338 -0.397
H -0.341 -2.269 -0.168
H -1.766 0.392 -1.360
H -2.504 0.203 2.263
```

- Spin multiplicity: 1
- HOMO energy: -13.33 eV
- Total charge: +1
- E_LUMO: -4.4 eV
- SMILES string: O[C@]1(S)C=CNC=[NH+]1

---

b | C4H7N2OS | ωB97M-V with the def2-TZVPD basis set

```
15
C4H7N2OS | the OMol25 dataset | ωB97M-V with the def2-TZVPD basis set
C 0.130 -0.327 -0.022
C -1.472 1.209 0.981
C -1.557 0.448 2.256
C 0.803 -0.824 -1.234
N -0.680 0.730 -0.124
N 0.299 -1.124 0.991
O -2.524 0.408 1.347
S -0.429 -1.079 2.689
H -1.665 2.306 1.059
H -1.734 1.013 3.199
H 1.786 -0.620 -0.883
H 0.522 -0.139 -2.059
H 0.693 -1.860 -1.418
H -0.731 0.908 -1.142
H 1.010 -1.821 0.924
```

- Spin multiplicity: 1
- HOMO energy: -13.77 eV
- Total charge: +1
- E_LUMO: -4.0 eV
- SMILES string: CC1=[NH+]S[C@@H]2O[C@@H]2N1

---

Top of the stability list: a, leading by 1.176 eV.

---

a | C5H10N2O | ωB97M-V with the def2-TZVPD basis set

```
18
C5H10N2O | the OMol25 dataset | ωB97M-V with the def2-TZVPD basis set
N 0.726 0.044 1.094
C -0.402 -0.551 1.865
C -0.714 -1.832 1.121
C -0.601 -1.351 -0.344
C 0.524 -0.307 -0.254
C 0.179 1.006 -1.088
N 0.421 2.193 -0.594
O -0.172 0.809 -2.237
H 1.606 -0.307 1.455
H -1.236 0.138 1.745
H -0.172 -0.520 2.933
H -1.705 -2.189 1.421
H 0.067 -2.567 1.268
H -0.265 -2.158 -0.992
H -1.559 -0.938 -0.678
H 1.443 -0.635 -0.736
H 0.637 2.313 0.391
H 0.401 3.000 -1.207
```

- Spin multiplicity: 2
- HOMO energy (alpha / beta): -15.47 / -14.64 eV
- Total charge: +1
- E_LUMO (alpha / beta): -3.2 / -8.4 eV

---

b | C5H10N2O | ωB97M-V with the def2-TZVPD basis set

```
18
C5H10N2O | the OMol25 dataset | ωB97M-V with the def2-TZVPD basis set
C -1.177 2.315 0.179
C 0.095 -1.059 1.006
C -1.938 -0.039 0.886
C -0.866 0.931 0.690
N -1.318 -1.265 1.097
N 0.372 0.322 0.877
H -1.841 -2.051 0.839
H 0.713 -1.881 1.102
H -2.953 0.017 1.068
H -0.365 2.693 -0.380
H -1.308 2.967 1.152
H -2.221 2.413 -0.354
C 1.846 -1.024 -2.307
O 2.470 -0.172 -1.359
H 1.976 0.724 -1.319
H 2.007 -2.062 -1.947
H 0.842 -0.763 -2.488
H 2.261 -0.814 -3.339
```

- Spin multiplicity: 2
- HOMO energy (alpha / beta): -13.08 / -13.06 eV
- Total charge: +1
- E_LUMO (alpha / beta): -4.7 / -7.9 eV

---

Top of the stability list: a, leading by 1.932 eV.

---

a | HNO3 | ωB97M-V with the def2-TZVPD basis set

```
5
HNO3 | the OMol25 dataset | ωB97M-V with the def2-TZVPD basis set
N 1.237 0.596 0.198
O 2.100 -0.119 0.215
O -1.294 0.117 -0.574
O -0.175 -0.526 -0.081
H -1.869 -0.067 0.243
```

- Spin multiplicity: 1
- HOMO energy (alpha / beta): -9.35 / -9.35 eV
- Total charge: 0
- E_LUMO (alpha / beta): -0.8 / -0.8 eV

---

b | HNO3 | ωB97M-V with the def2-TZVPD basis set

```
5
HNO3 | the OMol25 dataset | ωB97M-V with the def2-TZVPD basis set
N -1.619 2.260 0.797
O -1.955 3.140 0.185
O -0.562 -0.274 0.035
O -0.939 0.924 -0.519
H -0.360 -0.715 -0.761
```

- Spin multiplicity: 1
- HOMO energy (alpha / beta): -8.68 / -8.74 eV
- Total charge: 0
- E_LUMO (alpha / beta): -1.4 / -1.4 eV

---

c | HNO3 | ωB97M-V with the def2-TZVPD basis set

```
5
HNO3 | the OMol25 dataset | ωB97M-V with the def2-TZVPD basis set
N -1.278 0.964 0.462
O -1.097 0.313 -0.419
O 0.936 -0.432 -0.432
O 1.235 0.203 0.615
H 0.204 -1.048 -0.226
```

- Spin multiplicity: 1
- HOMO energy (alpha / beta): -10.42 / -8.60 eV
- Total charge: 0
- E_LUMO (alpha / beta): 0.1 / -0.3 eV

---

Top of the stability list: a, leading by 0.601 eV.